{"formula": "C2H5N2P", "method": "the ωB97M-V functional and the def2-TZVPD basis", "species": ["C", "N", "N", "P", "C", "H", "H", "H", "H", "H"], "coordinates": [[-1.6279, -0.3532, 0.3741], [-0.9056, -1.4249, 0.3323], [0.3920, -1.2314, 0.2100], [0.9200, 0.2873, 0.2929], [-0.8850, 0.9371, 0.3361], [-2.6565, -0.4638, 0.6215], [-0.7887, 1.4032, -0.5837], [-0.9752, 1.7485, 1.0527], [2.9250, -0.3779, -1.1603], [3.6019, -0.5249, -1.4757]], "mulliken_charge": [-0.090, -0.326, -0.232, 0.212, -0.619, 0.410, 0.287, 0.398, -0.218, 0.177], "largest_force_ev_per_a": 3.0, "e_lumo_ha": -0.0267, "total_charge": 0, "multiplicity": 1, "homo_lumo_gap_ev": 8.62, "e_homo_ev": -9.35, "relative_energy_kcal_mol": 57.9, "energy_ha": -529.950067}